P | The molecule C4H7NO, computed with wB97M-V/def2-TZVPD.

Last column: Mulliken charge in e.
Geometry (Å):
C1 1.71547 0.31684 -0.35310  -0.805
N1 0.26996 0.28247 -0.57600  -0.304
C2 -0.58402 1.05723 0.28454  -0.470
C3 -0.53311 -0.42646 0.41022  0.172
C4 -1.59159 -1.28636 -0.18838  -0.299
O1 -1.91950 -2.36080 0.25353  -0.475
H1 2.01852 1.17724 0.25736  0.301
H2 2.21729 0.38500 -1.32244  0.264
H3 2.05336 -0.59878 0.14488  0.300
H4 -0.12660 1.61688 1.10226  0.302
H5 -1.43456 1.54480 -0.19047  0.238
H6 -0.03665 -0.84443 1.28591  0.463
H7 -2.04857 -0.86365 -1.10830  0.314

## Properties
E_LUMO = 0.0339 Ha
frontier orbital gap = 0.3850 Ha
SMILES = CN1C[C@H]1C=O
charge = 0
highest occupied orbital energy = -9.5530 eV


Q | A structure of composition C4H7NO, computed with wB97M-V/def2-TZVPD.

Last column: Mulliken charge in e.
Geometry (Å):
C1 -0.28245 0.09160 -0.01379  0.602
C2 -1.62827 -0.65207 -0.41844  0.251
C3 0.86625 -0.84590 0.40413  -1.456
C4 0.68947 1.84803 0.26498  -0.875
N1 -1.62573 -0.21584 0.74850  -0.531
O1 -2.12571 -1.42631 -1.34031  -0.460
H1 1.67414 -0.75291 -0.31237  0.299
H2 0.41285 -1.75285 0.26008  0.504
H3 1.10698 -0.73718 1.41890  0.361
H4 1.42144 1.46957 0.95265  0.333
H5 -0.04663 2.48532 0.67962  0.340
H6 0.95569 2.18476 -0.75350  0.273
H7 -1.41805 -1.69624 -1.89045  0.359

## Properties
E_LUMO = 0.0192 Ha
frontier orbital gap = 0.3523 Ha
charge = 0
highest occupied orbital energy = -9.0655 eV


R | The molecule C4H7NO, computed with wB97M-V/def2-TZVPD.

Last column: Mulliken charge in e.
Geometry (Å):
O1 0.15636 -1.03430 2.60314  -0.478
C1 0.55051 0.02974 1.86194  0.034
C2 -0.20817 0.15450 0.75008  -0.652
N1 0.21545 0.71769 -0.45848  -0.325
C3 0.54489 -0.16912 -1.57000  -0.286
C4 -0.69026 0.65266 -1.57715  -0.432
H1 1.36941 0.64234 2.23012  0.385
H2 -1.28433 0.08360 0.94934  0.400
H3 -0.35369 -1.40205 1.82514  0.404
H4 0.42349 -1.24655 -1.43984  0.235
H5 1.41137 0.12819 -2.15514  0.227
H6 -0.75683 1.56164 -2.16432  0.236
H7 -1.63140 0.11285 -1.44796  0.252

## Properties
E_LUMO = 0.0357 Ha
frontier orbital gap = 0.3246 Ha
SMILES = O/C=C/N1CC1
charge = 0
highest occupied orbital energy = -7.8617 eV


S | The molecule C4H7NO, computed with wB97M-V/def2-TZVPD.

Last column: Mulliken charge in e.
Geometry (Å):
C1 -0.16819 -0.08352 1.46658  -1.246
C2 0.58053 0.21115 0.17959  0.477
C3 -0.23708 -0.18213 -1.07305  -0.661
O1 -0.20921 -1.59940 -1.06902  -0.514
C4 1.10447 1.72930 0.25719  -0.198
N1 0.22994 2.28378 -0.28957  -0.299
H1 0.43930 0.19834 2.32834  0.365
H2 -1.11567 0.46881 1.51527  0.344
H3 -0.38305 -1.15404 1.50003  0.345
H4 1.51682 -0.31767 0.10383  0.375
H5 0.23091 0.22552 -1.97856  0.364
H6 -1.27328 0.19303 -1.02835  0.336
H7 -0.67769 -1.92579 -1.84675  0.312

## Properties
E_LUMO = 0.0050 Ha
frontier orbital gap = 0.4037 Ha
SMILES = C[C@H](C#N)CO
charge = 0
highest occupied orbital energy = -10.8484 eV


Which one sits at the bottom of the stability order? Q does.


P | A cluster of 2 separate species, C4H7NO in total, computed with wB97M-V/def2-TZVPD.

Last column: Mulliken charge in e.
Geometry (Å):
C1 1.35896 -0.38546 1.05237  -0.944
C2 0.10654 0.39804 1.30448  0.009
N1 -0.16877 1.43771 0.62747  -0.528
C3 -0.97425 0.16171 -2.07591  -0.949
C4 -0.90086 -0.99327 -1.46135  0.746
O1 -0.81460 -2.01431 -0.89414  -0.385
H1 2.09804 -0.16637 1.83230  0.339
H2 1.78456 -0.10931 0.08367  0.246
H3 1.15839 -1.46129 1.07514  0.289
H4 -0.54914 0.01821 2.10031  0.341
H5 -1.05868 1.83857 0.92810  0.222
H6 -0.41592 0.98601 -1.64267  0.347
H7 -1.62426 0.28975 -2.92977  0.265

## Properties
E_LUMO = 0.0354 Ha
frontier orbital gap = 0.3703 Ha
SMILES = [H]/N=C/C.C=C=O
charge = 0
highest occupied orbital energy = -9.1143 eV


Q | The molecule C4H7NO, computed with wB97M-V/def2-TZVPD.

Last column: Mulliken charge in e.
Geometry (Å):
C1 1.68271 0.62260 -0.37800  -0.139
C2 -0.31251 0.85435 0.56955  -0.618
N1 1.84345 -0.74926 -0.25840  -0.332
C3 -1.13000 0.01672 -0.22034  0.291
C4 -2.30152 -0.51093 0.19165  -0.905
O1 0.86089 1.43747 0.22841  -0.286
H1 2.45631 1.14852 -0.92825  0.329
H2 -0.70779 1.29877 1.47520  0.352
H3 1.17524 -1.30847 0.25949  0.242
H4 2.77462 -1.07924 -0.46945  0.217
H5 -0.75258 -0.27946 -1.19426  0.324
H6 -2.87691 -1.16738 -0.44118  0.270
H7 -2.71191 -0.28369 1.16558  0.255

## Properties
E_LUMO (alpha / beta) = 0.0154 / 0.0321 Ha
frontier orbital gap (alpha / beta) = 0.2309 / 0.2788 Ha
charge = 0
highest occupied orbital energy (alpha / beta) = -5.8638 / -6.7133 eV


Which one sits at the bottom of the stability order? Q does.


P | The molecule C4H7NO, computed with wB97M-V/def2-TZVPD.

Last column: Mulliken charge in e.
Geometry (Å):
C1 -0.30028 -0.27906 1.42470  -1.347
C2 0.13052 0.49853 0.16809  0.468
C3 -0.82277 0.32679 -1.00448  -0.594
C4 1.33063 -0.15437 -0.46786  -0.269
H1 -0.40550 -1.33956 1.15895  0.346
H2 0.43215 -0.20068 2.22669  0.368
H3 -1.24369 0.06334 1.84730  0.342
H4 0.37834 1.55018 0.42769  0.297
H5 -0.87664 1.20870 -1.64784  0.236
H6 -1.81501 0.02207 -0.75526  0.316
H7 2.32555 -0.14385 -0.01570  0.413
N1 1.12446 -0.79312 -1.54303  -0.335
O1 -0.25776 -0.75896 -1.81924  -0.240

## Properties
E_LUMO = 0.0343 Ha
frontier orbital gap = 0.3830 Ha
SMILES = C[C@H]1C=NOC1
charge = 0
highest occupied orbital energy = -9.4887 eV


Q | A cluster of 2 separate species, C4H7NO in total, computed with wB97M-V/def2-TZVPD.

Last column: Mulliken charge in e.
Geometry (Å):
O1 2.12835 -0.88721 1.22689  -0.678
C1 0.89110 0.68287 -0.31748  -0.558
C2 -0.08524 -0.17614 -0.59967  -0.432
C3 -1.38512 -0.18366 0.17963  -0.328
C4 -2.28042 0.81447 -0.41666  0.244
N1 -2.92142 1.62800 -0.92974  -0.392
H1 2.80317 -0.93158 0.54120  0.341
H2 1.80067 0.73856 -0.90836  0.378
H3 0.84694 1.34824 0.54132  0.193
H4 1.31801 -1.11687 0.74555  0.390
H5 -0.01249 -0.83713 -1.46010  0.302
H6 -1.22020 0.07849 1.23125  0.240
H7 -1.88332 -1.15804 0.16618  0.300

## Properties
E_LUMO = 0.0248 Ha
frontier orbital gap = 0.4002 Ha
SMILES = C=CCC#N.O
charge = 0
highest occupied orbital energy = -10.2155 eV


R | A cluster of 3 separate species, C4H7NO in total, computed with wB97M-V/def2-TZVPD.

Last column: Mulliken charge in e.
Geometry (Å):
O1 -1.63934 -1.82229 0.14188  -0.399
C1 -0.47529 -1.91821 0.44104  -0.237
C2 0.41022 0.53011 -1.43207  -0.557
C3 0.72341 1.39924 -0.47261  -0.146
C4 1.50362 1.00882 0.66995  0.279
N1 2.10771 0.67349 1.60019  -0.405
H1 -1.97861 0.31259 0.93126  -0.143
H2 0.19767 -2.63119 -0.07551  0.312
H3 -0.00904 -1.29924 1.23115  0.299
H4 -0.21825 0.81901 -2.26740  0.247
H5 0.76237 -0.49675 -1.40779  0.284
H6 -1.76145 0.99640 1.13289  0.145
H7 0.37699 2.42805 -0.49299  0.321

## Properties
E_LUMO = 0.0071 Ha
frontier orbital gap = 0.3892 Ha
SMILES = C=CC#N.[H][H].C=O
charge = 0
highest occupied orbital energy = -10.3976 eV


S | A structure of composition C4H7NO, computed with wB97M-V/def2-TZVPD.

Last column: Mulliken charge in e.
Geometry (Å):
O1 0.26095 -0.28403 -2.02400  -0.544
C1 0.03595 0.61790 -1.00229  -0.100
C2 -1.18336 0.50098 -0.14074  -0.520
C3 -0.33372 -0.31025 1.30528  -0.212
N1 0.25031 -1.31827 0.72614  -0.700
C4 0.56518 0.27745 0.35258  0.169
H1 0.34903 -1.15350 -1.59746  0.421
H2 0.28753 1.62554 -1.32555  0.328
H3 -1.85276 -0.31895 -0.37972  0.343
H4 -1.64168 1.42982 0.18838  0.329
H5 -0.76310 -0.06901 2.27632  0.344
H6 1.94498 -0.89350 0.90814  0.130
H7 2.08069 -0.10418 0.71292  0.012

## Properties
E_LUMO = 0.0225 Ha
frontier orbital gap = 0.3294 Ha
charge = 0
highest occupied orbital energy = -8.3515 eV


Which one sits at the bottom of the stability order? S does.